1) {
  "formula": "C4H10S2",
  "method": "ωB97M-V with the def2-TZVPD basis set",
  "symbols": ["C", "C", "C", "C", "S", "S", "H", "H", "H", "H", "H", "H", "H", "H", "H", "H"],
  "positions_angstrom": [[-0.432, 0.815, -1.289], [-0.433, 0.877, 1.252], [1.018, -1.327, 0.009], [-0.594, 0.067, 0.001], [2.543, -0.449, -0.014], [-2.030, -0.998, 0.084], [-0.433, 0.142, -2.145], [-1.247, 1.533, -1.412], [0.510, 1.361, -1.280], [-0.548, 0.253, 2.136], [0.544, 1.357, 1.271], [-1.193, 1.660, 1.290], [0.869, -1.868, -0.911], [0.847, -1.894, 0.908], [2.506, -0.049, 1.255], [-1.925, -1.479, -1.153]],
  "mulliken_charge": [-1.389, -1.586, -0.664, 0.807, -0.169, -0.196, 0.404, 0.369, 0.338, 0.395, 0.337, 0.415, 0.365, 0.361, 0.094, 0.118],
  "homo_lumo_gap_ev": 8.53,
  "e_homo_ha": -0.2860,
  "charge": 0,
  "spin_multiplicity": 1
}

2) {
  "formula": "C4H10S2",
  "method": "ωB97M-V with the def2-TZVPD basis set",
  "symbols": ["C", "C", "C", "H", "H", "H", "H", "H", "H", "C", "S", "S", "H", "H", "H", "H"],
  "positions_angstrom": [[-0.615, 0.654, 1.178], [-1.837, 0.206, 0.892], [-2.611, 0.776, -0.290], [-0.117, 0.358, 2.090], [-0.161, 1.352, 0.486], [-2.272, -0.620, 1.441], [-1.917, 0.919, -1.115], [-3.276, 1.602, -0.058], [-3.274, -0.041, -0.612], [1.331, -1.194, -0.697], [2.834, -0.556, -1.595], [4.101, -0.391, 0.082], [0.399, -1.044, -1.225], [1.610, -2.233, -0.592], [1.288, -0.650, 0.237], [4.517, 0.862, -0.223]],
  "mulliken_charge": [-1.050, 0.125, -0.967, 0.329, 0.331, 0.337, 0.296, 0.296, 0.290, -0.580, -0.070, -0.221, 0.274, 0.367, 0.076, 0.167],
  "homo_lumo_gap_ev": 9.00,
  "e_homo_ha": -0.3131,
  "charge": 0,
  "spin_multiplicity": 1,
  "smiles": "C=CC.CSS"
}

It comes down to 2), which is 5.2 kcal/mol more stable than the next structure.

1) {
  "formula": "H3O4PSi",
  "method": "ωB97M-V with the def2-TZVPD basis set",
  "symbols": ["O", "O", "O", "O", "Si", "P", "H", "H", "H"],
  "positions_angstrom": [[-0.355, 1.476, 1.511], [1.698, 1.334, 0.192], [1.340, -2.055, 1.874], [-2.284, 0.803, -1.229], [-0.870, 0.204, -1.431], [0.384, 0.744, 0.450], [0.474, -2.164, 2.329], [0.075, 0.827, -2.387], [-0.461, -1.168, -1.308]],
  "mulliken_charge": [-0.601, -0.602, -1.110, -0.607, 0.298, 0.727, 0.155, -0.139, -0.121],
  "homo_lumo_gap_ev": 6.47,
  "e_homo_ha": 0.0043,
  "charge": -2,
  "spin_multiplicity": 1
}

2) {
  "formula": "H3O4PSi",
  "method": "ωB97M-V with the def2-TZVPD basis set",
  "symbols": ["O", "O", "O", "O", "Si", "P", "H", "H", "H"],
  "positions_angstrom": [[-3.195, 1.115, -0.843], [-3.237, -0.028, 1.464], [-3.245, -1.439, -0.668], [0.686, -2.076, 0.045], [0.203, -0.606, 0.057], [-2.974, -0.112, -0.012], [0.560, 0.273, 1.227], [0.652, 0.317, -1.053], [-1.375, -0.255, 0.005]],
  "mulliken_charge": [-0.722, -0.723, -0.712, -0.631, 0.267, 0.695, -0.155, -0.149, 0.130],
  "homo_lumo_gap_ev": 7.61,
  "e_homo_ha": -0.0229,
  "charge": -2,
  "spin_multiplicity": 1
}

It comes down to 2), which is 52.8 kcal/mol more stable than the next structure.

1) {
  "formula": "CH2Cl3OP",
  "method": "ωB97M-V with the def2-TZVPD basis set",
  "symbols": ["O", "P", "Cl", "Cl", "C", "Cl", "H", "H"],
  "positions_angstrom": [[0.189, 1.655, 1.239], [-0.373, 0.790, 0.185], [-0.400, 1.532, -1.644], [-2.293, 0.284, 0.514], [0.449, -0.960, -0.011], [2.128, -0.539, -0.278], [-0.122, -1.350, -0.937], [0.422, -1.411, 0.933]],
  "mulliken_charge": [-0.530, 0.850, -0.162, -0.201, -0.504, -0.118, 0.333, 0.332],
  "homo_lumo_gap_ev": 11.21,
  "e_homo_ha": -0.3977,
  "charge": 0,
  "spin_multiplicity": 1,
  "smiles": "O=P(Cl)(Cl)CCl"
}

2) {
  "formula": "CH2Cl3OP",
  "method": "ωB97M-V with the def2-TZVPD basis set",
  "symbols": ["C", "O", "P", "Cl", "Cl", "Cl", "H", "H"],
  "positions_angstrom": [[-0.235, 0.349, 0.115], [-1.625, -0.149, 2.470], [-1.570, -0.577, 1.108], [-0.935, 1.941, 0.210], [-3.277, -0.141, 0.250], [-1.339, -2.821, 0.895], [-0.078, -0.130, -0.781], [0.783, 0.252, 0.584]],
  "mulliken_charge": [-0.439, -0.493, 0.799, -0.104, -0.142, -0.287, 0.355, 0.309],
  "homo_lumo_gap_ev": 10.83,
  "e_homo_ha": -0.4135,
  "charge": 0,
  "spin_multiplicity": 1
}

It comes down to 1), which is 14.6 kcal/mol more stable than the next structure.